The following is a DFT calculation (ωB97M-V with the def2-TZVPD basis set) of a molecular structure, C21H31BaCl5P2.

Geometry as XYZ:
```
60
Properties=species:S:1:pos:R:3
P -1.7588 2.2243 -0.0331
P -1.5369 -0.6986 -2.3373
C -2.1490 2.0529 -1.8082
C -2.7012 0.7224 -2.3792
H -1.2120 2.3344 -2.3078
H -2.8834 2.8599 -1.9593
H -3.6517 0.4224 -1.8996
H -2.9159 0.8829 -3.4419
C -0.3539 -0.1005 -3.6112
H 0.4624 -0.8383 -3.7270
H 0.0597 0.8871 -3.3099
H -0.9400 -0.0119 -4.5487
C -2.4451 -1.9844 -3.2627
H -2.4882 -1.6452 -4.3005
H -3.4780 -2.1391 -2.9109
H -1.8957 -2.9392 -3.2384
C -1.7941 4.0349 0.1213
H -1.7408 4.3347 1.1844
H -2.7060 4.4525 -0.3369
H -0.9134 4.4292 -0.4256
C -3.1763 1.5207 0.8418
H -3.5235 0.5924 0.3487
H -4.0071 2.2393 0.7897
H -2.9374 1.3508 1.9051
Ba -2.0787 -2.0045 0.1491
C 1.8461 0.7918 -1.2435
C 2.0182 2.0971 -1.4775
C 2.3358 3.2183 -0.5386
C 2.3771 2.7861 0.9365
C 1.0371 2.7514 1.5225
C -0.0214 1.8977 1.1441
C 0.2411 0.4161 0.7187
C 1.5290 0.0346 0.0150
C -1.5281 -2.1680 2.9281
H 2.1605 0.1121 -2.0672
H 2.0414 2.3867 -2.5189
H 1.5871 4.0031 -0.6758
H 3.3082 3.6603 -0.8484
H 2.8365 1.7829 1.0196
H 3.0025 3.4905 1.5204
H 0.9730 3.1975 2.5230
H -0.7088 1.9180 2.0181
H -0.5691 0.0911 -0.0075
H 0.2000 -0.2224 1.6219
H 2.3615 -0.0178 0.7403
H 1.3574 -0.9959 -0.3421
H -2.5933 -2.4906 2.9919
H -1.3625 -1.1657 3.3648
H -0.8584 -2.9008 3.3734
Cl 3.4012 -1.2054 2.8986
C 2.9202 -2.8244 2.4829
C 1.6431 -3.0768 2.0925
C 1.1597 -4.3043 1.7485
Cl -0.4254 -4.4829 0.9815
C 1.9992 -5.4405 1.9125
Cl 1.3267 -7.0073 1.7321
C 3.3755 -5.2167 2.2234
Cl 4.4673 -6.5464 2.2498
C 3.8441 -3.9054 2.5085
Cl 5.4824 -3.6433 2.9491
```

Charge   0
HOMO-LUMO gap   4.7 eV
Energy relative to the best compared isomer or geometry (same formula, charge and spin)   0.0000 eV
E_tot   -3827.61648 a.u.
Strongest force on any atom   3.79 eV/Å

Charges obtained by Mulliken population analysis, quoted in units of e:
1 P 1.722
2 P 0.299
3 C -1.241
4 C -0.780
5 H 0.322
6 H 0.534
7 H 0.481
8 H 0.498
9 C -1.440
10 H 0.335
11 H 0.169
12 H 0.537
13 C -1.226
14 H 0.401
15 H 0.421
16 H 0.416
17 C -1.454
18 H 0.371
19 H 0.501
20 H 0.306
21 C -1.224
22 H 0.127
23 H 0.390
24 H 0.314
25 Ba 1.433
26 C -0.031
27 C -1.012
28 C -0.571
29 C -0.946
30 C -1.131
31 C -0.123
32 C 1.619
33 C -0.722
34 C -1.453
35 H 0.617
36 H 0.438
37 H 0.201
38 H 0.453
39 H 0.228
40 H 0.470
41 H 0.357
42 H 0.479
43 H -1.804
44 H 0.083
45 H 0.094
46 H 0.322
47 H 0.536
48 H 0.206
49 H 0.182
50 Cl -0.229
51 C 0.018
52 C -0.317
53 C 0.108
54 Cl -0.259
55 C 0.204
56 Cl -0.223
57 C 0.145
58 Cl -0.208
59 C 0.262
60 Cl -0.205

The following is a DFT calculation (ωB97M-V with the def2-TZVPD basis set) of a molecular structure, C21H31Cl3F2GeNOPPd.

Geometry as XYZ:
```
62
Properties=species:S:1:pos:R:3
Pd 0.7529 -0.9978 0.6159
F 3.7850 1.2784 -2.9168
C 3.6464 0.2969 -2.0233
C 2.4347 0.1723 -1.3593
C 2.3318 -0.8465 -0.4409
C 3.3695 -1.7442 -0.1654
C 4.5522 -1.5555 -0.8724
F 5.5880 -2.3747 -0.6482
C 4.7169 -0.5476 -1.8008
C 3.0765 -2.7659 0.8373
C 3.8554 -3.8613 1.1848
C 3.3728 -4.7584 2.1231
C 2.1257 -4.5578 2.6948
C 1.4016 -3.4480 2.3085
N 1.8698 -2.5734 1.4179
H 1.6201 0.8546 -1.5691
H 5.6490 -0.4275 -2.3329
H 4.8162 -4.0100 0.7194
H 3.9677 -5.6180 2.4005
H 1.7169 -5.2426 3.4228
H 0.4248 -3.2351 2.7261
Cl -3.1338 -2.7264 0.6978
Ge -1.1984 -3.0735 -0.3472
Cl -3.2669 -0.0972 -2.7466
Cl -2.1990 -3.0085 -2.6392
C 2.1445 2.3947 1.8138
O 1.9329 1.0265 2.1597
H 3.1306 2.5503 1.3727
H 2.0267 3.0469 2.6814
H 1.3896 2.6521 1.0726
H 2.6963 0.7169 2.6573
C -1.0113 3.5801 -0.7873
C -1.6160 3.0993 0.5364
C -1.2515 4.0368 1.6876
P -1.2013 1.3090 0.7503
C -1.5497 0.9614 2.5273
C -1.0453 -0.4393 2.8703
C -3.0424 1.1042 2.8425
C -3.6379 0.3770 -5.3312
C -4.5276 0.0549 -4.4948
C -3.6026 0.6315 -6.7976
H -1.2307 4.6371 -0.9424
H -1.4113 3.0221 -1.6356
H 0.0751 3.4635 -0.7923
H -2.7075 3.1113 0.4157
H -0.1787 4.2367 1.7030
H -1.5360 3.6466 2.6633
H -1.7610 4.9922 1.5546
H -0.9783 1.6790 3.1238
H -1.5939 -1.2027 2.3207
H -1.1734 -0.6491 3.9344
H 0.0409 -0.5180 2.6901
H -3.6407 0.4808 2.1741
H -3.3838 2.1345 2.7422
H -3.2477 0.7810 3.8649
H -0.7948 -1.5234 -0.5070
H -5.3676 -0.5918 -4.3091
H -3.6849 -0.4040 -1.5002
H -2.8165 -1.6836 -2.8193
H -4.4644 0.2218 -7.3235
H -2.6891 0.2239 -7.2298
H -3.5665 1.7074 -6.9754
```

Charge   +1
⟨S²⟩   0.75
HOMO-LUMO gap (spin up / spin down)   7.0 / 6.9 eV
Energy relative to the best compared isomer or geometry (same formula, charge and spin)   9.5319 eV
E_tot   -5074.79815 a.u.
Strongest force on any atom   5.16 eV/Å
2S+1   2

Charges obtained by natural (NBO) population analysis, quoted in units of e:
1 Pd 0.727
2 F -0.299
3 C 0.463
4 C -0.378
5 C 0.064
6 C -0.197
7 C 0.457
8 F -0.307
9 C -0.364
10 C 0.205
11 C -0.223
12 C -0.120
13 C -0.244
14 C 0.059
15 N -0.478
16 H 0.254
17 H 0.263
18 H 0.254
19 H 0.239
20 H 0.245
21 H 0.218
22 Cl -0.519
23 Ge 0.670
24 Cl 0.018
25 Cl -0.275
26 C -0.251
27 O -0.748
28 H 0.182
29 H 0.180
30 H 0.178
31 H 0.482
32 C -0.609
33 C -0.553
34 C -0.613
35 P 0.617
36 C -0.564
37 C -0.639
38 C -0.616
39 C -0.073
40 C -0.286
41 C -0.670
42 H 0.227
43 H 0.217
44 H 0.201
45 H 0.235
46 H 0.208
47 H 0.212
48 H 0.228
49 H 0.233
50 H 0.226
51 H 0.241
52 H 0.195
53 H 0.215
54 H 0.216
55 H 0.225
56 H -0.344
57 H 0.249
58 H 0.283
59 H 0.282
60 H 0.225
61 H 0.232
62 H 0.245